# 1
Molecular formula: C3H6INO3
Method: DFT, ωB97M-V with the def2-TZVPD basis set

Each line ends with the natural charge from an NBO analysis.
Element x y z (Å)
1 C 1.221 -1.148 0.750  -0.637
2 C 0.463 -0.482 -0.466  0.034
3 O -0.017 -1.348 -1.537  -0.727
4 C -0.754 0.374 0.035  0.072
5 I -2.432 -1.061 0.416  0.104
6 N -0.908 1.624 -0.194  0.308
7 O 0.045 2.310 -0.406  -0.480
8 O -2.050 2.309 0.174  -0.501
9 H 1.369 -0.326 1.459  0.229
10 H 0.866 -1.981 1.208  0.219
11 H 2.324 -1.351 0.478  0.217
12 H 1.198 0.328 -0.959  0.220
13 H 0.443 -2.179 -1.598  0.482
14 H -1.768 2.931 0.638  0.458

Calculated values
Calculated total energy: -18935.6662 eV
Molar mass: 231.0 g mol⁻¹
Energy relative to the best compared isomer or geometry (same formula, charge and spin): 144.68 kcal/mol
HOMO energy (alpha / beta): -0.329 / -0.329 Eh
SMILES string: C[C@@H](O)/C(I)=[N+](\[O-])O
Frontier orbital gap (alpha / beta): 8.94 / 8.94 eV



# 2
Molecular formula: C3H6INO3
Method: DFT, ωB97M-V with the def2-TZVPD basis set

Each line ends with the natural charge from an NBO analysis.
Element x y z (Å)
1 O -0.173 2.641 0.621  -0.490
2 N -0.994 1.749 0.443  0.373
3 O -1.929 2.087 -0.428  -0.537
4 C -0.891 0.511 0.872  -0.314
5 I -2.239 -0.983 0.474  0.223
6 H -1.991 3.043 -0.714  0.523
7 H -0.124 0.447 1.629  0.244
8 C 1.301 -1.931 -0.176  -0.751
9 C 0.960 -0.587 -0.654  0.425
10 O 0.539 -0.270 -1.740  -0.529
11 H 0.501 -2.398 0.454  0.254
12 H 1.248 -2.643 -1.159  0.244
13 H 2.270 -1.914 0.368  0.241
14 H 1.521 0.247 0.010  0.096

Calculated values
Calculated total energy: -18936.1587 eV
Molar mass: 231.0 g mol⁻¹
Energy relative to the best compared isomer or geometry (same formula, charge and spin): 133.33 kcal/mol
HOMO energy: -0.323 Eh
SMILES string: [O-]/[N+](O)=C/I.CC=O
Frontier orbital gap: 9.01 eV



# 3
Molecular formula: C3H6INO5S
Method: DFT, ωB97M-V with the def2-TZVPD basis set

Each line ends with the natural charge from an NBO analysis.
Element x y z (Å)
1 C -0.031 0.527 0.971  -0.656
2 C -0.784 0.000 -0.217  -0.142
3 N -0.271 0.284 -1.478  -0.839
4 C -2.482 0.634 -0.019  0.818
5 O -2.653 1.774 0.245  -0.576
6 O -3.192 -0.364 -0.279  -0.622
7 I -5.300 -0.246 -0.295  0.372
8 S -1.013 -1.800 -0.117  2.366
9 O -1.471 -2.275 -1.386  -0.950
10 O -1.665 -2.170 1.090  -0.905
11 O 0.534 -2.247 0.000  -0.894
12 H 1.029 0.311 0.853  0.235
13 H -0.400 0.028 1.863  0.244
14 H -0.175 1.602 1.074  0.242
15 H -0.693 -0.279 -2.206  0.401
16 H -0.216 1.266 -1.717  0.392
17 H 0.794 -2.764 -0.764  0.515

Calculated values
Calculated total energy: -33870.0693 eV
Molar mass: 295.1 g mol⁻¹
HOMO energy: -0.339 Eh
SMILES string: C[C@](N)(C(=O)OI)S(=O)(=O)O
Frontier orbital gap: 7.30 eV



# 4
Molecular formula: C3H6INS2
Method: DFT, ωB97M-V with the def2-TZVPD basis set

Each line ends with the natural charge from an NBO analysis.
Element x y z (Å)
1 C -0.517 2.426 -0.151  -0.360
2 C -0.354 -0.742 0.020  -0.561
3 C 0.691 0.195 -0.438  0.108
4 N 1.655 0.652 0.348  -0.672
5 S -2.076 2.419 -0.003  0.171
6 S 0.363 -2.477 -0.052  -0.047
7 I 3.800 0.166 -0.007  0.002
8 H 0.197 3.225 -0.133  0.188
9 H -1.216 -0.728 -0.642  0.242
10 H -0.653 -0.572 1.053  0.223
11 H 0.844 0.286 -1.501  0.207
12 H 1.514 0.439 1.331  0.374
13 H -0.803 -3.111 0.046  0.126

Calculated values
Calculated total energy: -34465.1525 eV
Molar mass: 247.1 g mol⁻¹
Energy relative to the best compared isomer or geometry (same formula, charge and spin): 61.62 kcal/mol
HOMO energy (alpha / beta): -0.294 / -0.267 Eh
Frontier orbital gap (alpha / beta): 7.16 / 6.35 eV



# 5
Molecular formula: C3H6IP
Method: DFT, ωB97M-V with the def2-TZVPD basis set

Each line ends with the natural charge from an NBO analysis.
Element x y z (Å)
1 C 1.253 0.235 -0.819  -0.615
2 C -0.254 -0.007 -0.276  -0.497
3 C -0.619 0.636 1.002  -0.494
4 P -0.405 -1.503 0.869  0.423
5 I -2.741 -2.158 0.413  -0.153
6 H 1.371 -0.455 -1.604  0.212
7 H 1.996 -0.037 -0.097  0.203
8 H 1.662 1.104 -1.209  0.221
9 H -0.942 0.111 -1.088  0.240
10 H 0.272 0.993 1.558  0.220
11 H -1.592 1.081 1.251  0.241

Calculated values
Calculated total energy: -20596.5642 eV
Molar mass: 200.0 g mol⁻¹
Energy relative to the best compared isomer or geometry (same formula, charge and spin): 19.96 kcal/mol
HOMO energy: -0.318 Eh
SMILES string: C[C@@H]1CP1I
Frontier orbital gap: 8.78 eV



# 6
Molecular formula: C3H6MgO5Rb
Method: DFT, ωB97M-V with the def2-TZVPD basis set

Each line ends with the Mulliken spin population.
Element x y z (Å)
1 H 0.831 1.854 1.890  0.001
2 C 0.465 1.704 0.851  0.007
3 C -0.778 0.831 0.956  -0.014
4 O -1.914 1.599 1.297  0.001
5 Rb 4.036 -0.838 -1.568  0.002
6 O 1.376 1.155 -0.018  0.001
7 H 0.169 2.720 0.506  -0.001
8 H -0.669 -0.017 1.649  -0.004
9 H -0.801 0.242 0.025  0.010
10 C -3.219 0.926 1.219  -0.017
11 O -3.345 -0.288 1.685  0.016
12 O -4.140 1.862 1.675  -0.003
13 H -4.033 1.927 2.630  -0.002
14 Mg -3.587 -1.274 -0.113  1.017
15 O -3.430 0.840 -0.201  -0.017
16 H -2.921 1.621 -0.609  0.002

Calculated values
Calculated total energy: -19543.2305 eV
⟨S²⟩: 0.75
Molar mass: 231.8 g mol⁻¹
HOMO energy (alpha / beta): -0.211 / -0.211 Eh
Spin multiplicity: 2
Frontier orbital gap (alpha / beta): 4.19 / 4.18 eV



# 7
Molecular formula: C3H6N
Method: DFT, ωB97M-V with the def2-TZVPD basis set

Each line ends with the natural charge from an NBO analysis.
Element x y z (Å)
1 C 1.112 1.079 1.515  0.433
2 N 0.919 0.508 0.555  -0.145
3 C 0.514 -0.336 -0.476  -0.263
4 C -1.167 -0.529 -0.528  -0.595
5 H 1.085 1.799 2.290  0.298
6 H 0.980 -1.193 -0.302  0.242
7 H 0.950 0.240 -1.394  0.270
8 H -1.606 0.450 -0.972  0.247
9 H -1.239 -1.415 -1.268  0.269
10 H -1.547 -0.604 0.579  0.245

Calculated values
Calculated total energy: -4688.6370 eV
Molar mass: 56.1 g mol⁻¹
Energy relative to the best compared isomer or geometry (same formula, charge and spin): 34.12 kcal/mol
Charge: +1
HOMO energy: -0.631 Eh
SMILES string: C#[N+]CC
Frontier orbital gap: 12.36 eV



# 8
Molecular formula: C3H6N
Method: DFT, ωB97M-V with the def2-TZVPD basis set

Each line ends with the natural charge from an NBO analysis.
Element x y z (Å)
1 C -0.868 -1.071 -0.756  -0.288
2 C 0.366 -0.646 -0.623  -0.089
3 N 0.616 0.627 0.023  -0.395
4 C 0.132 1.064 1.114  0.126
5 H -1.663 -0.538 -0.242  0.216
6 H -1.150 -1.990 -1.249  0.258
7 H 1.293 -1.053 -0.997  0.249
8 H 1.282 1.207 -0.487  0.445
9 H 0.394 2.046 1.481  0.244
10 H -0.403 0.354 1.735  0.235

Calculated values
Calculated total energy: -4689.8961 eV
Molar mass: 56.1 g mol⁻¹
Energy relative to the best compared isomer or geometry (same formula, charge and spin): 5.09 kcal/mol
Charge: +1
HOMO energy: -0.581 Eh
SMILES string: C=C[NH+]=C
Frontier orbital gap: 10.15 eV